Entry 1:
DFT (wB97M-V/def2-TZVPD) results for a structure of composition Cl2NO3P in a non-equilibrium geometry.

Calculated values
Highest occupied orbital energy (alpha / beta) = 1.387 / -0.840 eV
LUMO (alpha / beta) = 6.42 / 6.38 eV
Energy above the lowest of the compared OMol25 structures with the same formula, charge and spin = 48.0 kcal per mole
Orbital gap (alpha / beta) = 0.1850 / 0.2655 Eh
Total charge = -2
2S+1 = 3
<S²> = 2.009

Structure (XYZ):
```
7
Cl2NO3P (wB97M-V/def2-TZVPD)
N 0.546 0.305 1.048
O 0.416 0.902 -1.591
O 0.442 -0.458 2.038
O -1.468 -0.772 -0.609
P -0.172 -0.054 -0.609
Cl -0.979 1.843 1.068
Cl 1.215 -1.766 -1.344
```

Entry 2:
DFT (wB97M-V/def2-TZVPD) results for a structure of composition C8H22FN2O5PS3 in a non-equilibrium geometry.

Calculated values
Highest occupied orbital energy = -8.745 eV
LUMO = 0.51 eV
Orbital gap = 0.3399 Eh
Total charge = 0

Structure (XYZ):
```
42
C8H22FN2O5PS3 (wB97M-V/def2-TZVPD)
C -1.291 3.667 -0.757
C -0.994 2.428 -1.552
N -0.301 2.526 -2.613
C -1.552 1.080 -1.091
N -2.741 0.769 -1.958
P -4.266 1.518 -1.488
C -4.267 2.907 -2.697
O -3.937 2.230 -0.038
S -2.896 -0.838 -2.261
O -4.223 -1.154 -2.663
O -2.276 -1.639 -1.263
F -2.012 -0.901 -3.539
H -0.893 4.512 -1.311
H -2.368 3.809 -0.675
H -0.857 3.585 0.238
H -0.181 1.614 -3.056
H -0.796 0.331 -1.282
H -1.783 1.060 -0.028
H -4.735 2.486 -3.585
H -4.790 3.773 -2.307
H -3.237 3.144 -2.972
H -4.761 2.263 0.450
C 0.976 -0.317 2.131
S 1.509 1.095 1.161
O 1.104 0.833 -0.251
C 3.269 0.771 1.266
H -0.112 -0.308 2.152
H 1.326 -1.243 1.680
H 1.363 -0.228 3.145
H 3.477 -0.214 0.855
H 3.587 0.828 2.307
H 3.784 1.531 0.681
C 3.229 -5.300 2.854
S 3.771 -3.589 2.940
O 2.594 -2.789 3.377
C 3.948 -3.370 1.164
H 3.019 -5.635 3.867
H 2.324 -5.366 2.249
H 4.023 -5.909 2.424
H 2.997 -3.573 0.670
H 4.721 -4.043 0.794
H 4.247 -2.342 0.981
```

Entry 3:
DFT (wB97M-V/def2-TZVPD) results for a structure of composition C6H11NO2 in a non-equilibrium geometry.

Calculated values
Highest occupied orbital energy (alpha / beta) = -7.095 / -7.095 eV
LUMO (alpha / beta) = 0.85 / 0.85 eV
Energy above the lowest of the compared OMol25 structures with the same formula, charge and spin = 166.4 kcal per mole
Orbital gap (alpha / beta) = 0.2919 / 0.2920 Eh
Total charge = 0

Structure (XYZ):
```
20
C6H11NO2 (wB97M-V/def2-TZVPD)
C -0.086 0.784 -1.933
C -0.143 -2.470 -0.639
O 0.219 -0.609 -1.846
N 0.032 -1.206 -0.617
H -1.128 0.899 -1.324
H 0.067 1.038 -2.981
H 0.600 1.339 -1.293
H -0.134 -2.989 0.305
H -0.318 -3.007 -1.563
C 0.602 0.606 1.311
C -0.578 -0.202 0.877
C 1.839 0.548 0.826
C -1.725 0.434 0.386
O 0.226 1.456 2.313
H 0.965 2.032 2.545
H -0.686 -1.084 1.502
H 2.100 -0.155 0.057
H 2.610 1.217 1.182
H -2.643 -0.138 0.397
H -1.820 1.505 0.494
```

Entry 4:
DFT (wB97M-V/def2-TZVPD) results for a cluster of 7 separate species, C30H41N3O18S in total in a non-equilibrium geometry.

Calculated values
Highest occupied orbital energy = -10.233 eV
LUMO = -0.82 eV
Orbital gap = 0.3458 Eh
Total charge = 0

Structure (XYZ):
```
93
C30H41N3O18S (wB97M-V/def2-TZVPD)
O 3.037 0.589 -0.450
N 2.184 0.396 0.383
O 2.384 0.215 1.563
C 0.793 0.433 -0.092
C 0.493 0.806 -1.377
C -0.801 0.611 -1.882
C -1.858 0.366 -1.007
C -1.546 0.017 0.317
C -0.239 0.066 0.754
H 1.194 1.118 -2.142
H -1.003 0.839 -2.919
H -2.847 0.262 -1.431
H -2.350 -0.476 0.850
H -0.040 -0.155 1.798
O 4.315 1.197 -3.113
N 3.771 0.164 -3.457
O 2.708 0.119 -4.052
C 4.409 -1.112 -3.122
C 5.590 -1.126 -2.393
C 6.157 -2.339 -2.061
C 5.715 -3.518 -2.639
C 4.573 -3.485 -3.425
C 3.904 -2.291 -3.675
H 6.028 -0.197 -2.055
H 7.020 -2.232 -1.413
H 6.159 -4.472 -2.389
H 4.025 -4.400 -3.613
H 2.922 -2.248 -4.124
O -4.392 -5.640 -4.812
N -4.455 -4.828 -5.716
O -4.942 -5.089 -6.805
C -3.961 -3.476 -5.527
C -3.841 -2.988 -4.230
C -3.379 -1.716 -4.014
C -3.053 -0.917 -5.106
C -3.208 -1.397 -6.404
C -3.585 -2.715 -6.619
H -4.132 -3.654 -3.427
H -3.201 -1.301 -3.032
H -2.712 0.073 -4.827
H -2.842 -0.745 -7.186
H -3.635 -3.034 -7.650
C 4.735 2.224 4.899
C 4.533 1.020 3.988
O 5.849 0.543 3.738
S 6.016 -0.791 2.793
C 6.022 0.010 1.191
O 7.298 -1.348 3.105
O 4.841 -1.617 2.908
H 5.056 2.015 5.921
H 3.764 2.718 5.034
H 5.396 3.003 4.519
H 3.789 0.359 4.436
H 4.003 1.420 3.115
H 5.998 -0.811 0.477
H 6.978 0.511 1.066
H 5.142 0.641 1.236
C -5.623 1.572 -0.820
O -6.842 0.946 -1.150
C -6.790 -0.368 -1.311
O -5.796 -1.045 -1.171
O -7.969 -0.806 -1.694
C -8.031 -2.096 -2.299
H -5.703 2.651 -0.882
H -4.795 1.280 -1.468
H -5.305 1.255 0.174
H -9.058 -2.436 -2.238
H -7.360 -2.817 -1.838
H -7.747 -1.987 -3.345
C -2.881 -3.209 4.509
O -3.658 -2.229 3.858
C -3.231 -0.996 3.771
O -2.217 -0.577 4.246
O -4.113 -0.315 3.046
C -3.887 1.079 2.955
H -3.455 -4.129 4.604
H -2.734 -2.930 5.557
H -1.931 -3.397 4.018
H -3.921 1.601 3.914
H -4.733 1.446 2.377
H -2.937 1.339 2.488
C 1.407 3.387 2.941
O 1.743 4.198 4.037
C 2.229 5.406 3.831
O 2.417 5.935 2.767
O 2.525 5.940 5.013
C 2.831 7.332 5.062
H 0.394 3.572 2.584
H 1.455 2.343 3.255
H 2.117 3.451 2.113
H 3.838 7.434 4.648
H 2.843 7.658 6.095
H 2.134 7.897 4.446
```

| no. | calculated total energy (hartree) |
| --- | --- |
| 1 | -1542.214996 |
| 2 | -2439.450258 |
| 3 | -440.222133 |
| 4 | -3084.212304 |